1.
Here is a molecular structure, C22H30N5O5S3TeTi from the Open Molecules 2025 dataset. Energies are from ωB97M-V with the def2-TZVPD basis set.

Last column: Mulliken spin population.
Cartesian coordinates (Å):
Ti (0.03, -0.52, -1.48)  0.94
O (1.93, -5.33, 1.27)  0.08
C (1.57, -4.29, 0.74)  0.01
C (2.38, -3.47, -0.28)  0.09
O (3.56, -3.67, -0.57)  0.09
C (1.48, -2.45, -0.73)  0.25
C (0.21, -2.61, -0.09)  -0.06
O (-0.75, -1.76, -0.41)  -0.02
C (0.28, -3.57, 0.96)  0.33
O (-0.50, -3.67, 1.95)  0.20
O (1.60, -1.38, -1.50)  -0.02
C (2.05, 4.73, -4.31)  0.00
C (2.13, 4.08, -2.93)  0.00
C (1.00, 3.14, -2.70)  -0.01
N (1.11, 1.91, -2.34)  0.02
N (-0.05, 1.26, -2.21)  -0.04
C (-1.12, 2.00, -2.53)  0.12
N (-2.40, 1.52, -2.37)  0.02
S (-0.68, 3.66, -2.95)  0.02
H (2.95, 5.32, -4.49)  0.00
H (1.18, 5.37, -4.37)  0.00
H (1.98, 3.97, -5.08)  0.00
H (2.12, 4.86, -2.16)  0.00
H (3.05, 3.50, -2.82)  0.00
H (-2.59, 1.15, -1.44)  0.00
H (-3.11, 2.16, -2.69)  0.00
Te (-1.42, -1.62, -3.44)  -0.01
C (0.04, -1.18, -4.88)  0.01
C (1.28, -0.64, -4.69)  0.01
C (2.07, -0.60, -5.86)  0.00
C (1.42, -1.10, -6.94)  0.00
S (-0.17, -1.63, -6.54)  0.00
H (1.63, -0.30, -3.72)  -0.02
H (3.08, -0.23, -5.89)  0.00
H (1.77, -1.21, -7.95)  0.00
C (0.97, 0.88, 4.55)  0.00
C (2.15, 1.33, 3.69)  0.00
C (1.80, 1.51, 2.21)  0.01
C (1.66, 0.19, 1.44)  -0.04
N (0.56, -0.62, 1.92)  -0.01
C (-0.73, -0.40, 1.59)  0.01
S (-1.15, 0.99, 0.72)  0.00
N (-1.63, -1.26, 2.07)  0.01
C (-3.04, -1.12, 1.80)  0.00
C (-3.73, -0.30, 2.89)  0.00
C (-3.45, -0.81, 4.30)  0.00
C (-3.87, -2.26, 4.52)  0.00
H (1.24, 0.91, 5.60)  0.00
H (0.65, -0.13, 4.31)  0.00
H (0.12, 1.55, 4.41)  0.00
H (2.96, 0.60, 3.78)  0.00
H (2.51, 2.28, 4.07)  0.00
H (2.59, 2.08, 1.72)  0.00
H (0.87, 2.07, 2.12)  0.00
H (2.58, -0.40, 1.54)  0.00
H (1.52, 0.42, 0.36)  0.03
H (0.78, -1.54, 2.29)  -0.01
H (-1.28, -2.26, 2.18)  -0.01
H (-3.47, -2.12, 1.74)  0.00
H (-3.19, -0.63, 0.82)  0.00
H (-4.81, -0.31, 2.70)  0.00
H (-3.38, 0.73, 2.82)  0.00
H (-3.98, -0.18, 5.02)  0.00
H (-2.39, -0.72, 4.51)  0.00
H (-4.92, -2.41, 4.25)  0.00
H (-3.75, -2.54, 5.57)  0.00
H (-3.27, -2.93, 3.92)  0.00

## Properties
* ΔE to the lowest compared entry with this formula, charge and spin: 1.543 eV
* maximum force: 4.3 eV Å⁻¹
* total charge: -1
* orbital gap (spin up / spin down): 4.185 / 5.969 eV
* spin multiplicity: 3

***

2.
Here is C22H30N6O2 in the gas phase from the Open Molecules 2025 dataset. Energies are from ωB97M-V with the def2-TZVPD basis set.

Last column: Löwdin charge in e.
Cartesian coordinates (Å):
C (1.07, 2.17, 5.47)  -0.10
C (-0.35, 1.90, 4.98)  -0.26
C (-0.49, 2.11, 3.47)  -0.18
C (0.05, 0.91, 2.69)  -0.13
N (0.16, 1.20, 1.28)  0.04
C (-0.80, 1.20, 0.32)  -0.26
C (-2.20, 0.71, 0.52)  -0.10
N (-2.55, -0.56, -0.07)  -0.16
C (-2.84, -0.60, -1.49)  -0.15
C (-1.58, -0.84, -2.35)  -0.15
N (-0.87, -2.03, -1.93)  -0.09
C (-1.19, -3.27, -2.46)  -0.23
C (-2.25, -3.47, -3.35)  -0.04
C (-2.49, -4.71, -3.92)  -0.10
C (-1.68, -5.79, -3.61)  -0.11
C (-0.62, -5.61, -2.74)  -0.10
C (-0.37, -4.38, -2.18)  -0.03
C (-0.49, -1.92, -0.54)  -0.13
C (-1.75, -1.70, 0.33)  -0.14
N (-0.34, 1.64, -0.84)  0.19
C (0.96, 1.95, -0.63)  -0.22
C (1.30, 1.70, 0.69)  -0.06
C (2.62, 1.91, 1.19)  -0.37
O (3.04, 1.69, 2.31)  0.07
N (3.46, 2.43, 0.19)  0.03
C (4.83, 2.70, 0.62)  0.00
C (3.14, 2.70, -1.13)  -0.43
O (3.96, 3.16, -1.90)  0.07
N (1.85, 2.44, -1.53)  0.01
C (1.45, 2.67, -2.90)  0.00
H (1.15, 1.94, 6.53)  0.07
H (1.79, 1.56, 4.93)  0.06
H (1.33, 3.21, 5.32)  0.08
H (-0.65, 0.88, 5.23)  0.11
H (-1.04, 2.58, 5.49)  0.11
H (-1.54, 2.26, 3.21)  0.11
H (0.06, 3.00, 3.18)  0.12
H (1.06, 0.68, 3.03)  0.12
H (-0.58, 0.03, 2.84)  0.12
H (-2.88, 1.46, 0.09)  0.13
H (-2.40, 0.64, 1.59)  0.12
H (-3.32, 0.33, -1.78)  0.12
H (-3.54, -1.42, -1.65)  0.12
H (-1.84, -0.90, -3.40)  0.12
H (-0.91, 0.01, -2.22)  0.09
H (-2.91, -2.66, -3.61)  0.09
H (-3.32, -4.83, -4.60)  0.10
H (-1.88, -6.76, -4.05)  0.10
H (0.03, -6.44, -2.50)  0.10
H (0.48, -4.26, -1.53)  0.10
H (0.02, -2.81, -0.20)  0.11
H (0.19, -1.07, -0.44)  0.11
H (-1.47, -1.60, 1.38)  0.11
H (-2.38, -2.59, 0.23)  0.13
H (5.35, 3.17, -0.21)  0.09
H (5.31, 1.76, 0.89)  0.10
H (4.81, 3.35, 1.49)  0.10
H (0.49, 3.19, -2.91)  0.09
H (1.34, 1.72, -3.42)  0.10
H (2.22, 3.27, -3.38)  0.09

## Properties
* ΔE to the lowest compared entry with this formula, charge and spin: 0.462 eV
* maximum force: 1.4 eV Å⁻¹
* structure (SMILES): CCCCn1c(CN2CCN(c3ccccc3)CC2)nc2c1c(=O)n(C)c(=O)n2C
* orbital gap: 7.998 eV

***

3.
Here is a molecular structure, C22H31BN6OTi from the Open Molecules 2025 dataset. Energies are from ωB97M-V with the def2-TZVPD basis set.

Last column: Löwdin charge in e.
Cartesian coordinates (Å):
H (-0.61, 3.60, -0.24)  0.10
N (0.02, 2.07, -1.61)  -0.04
B (0.61, 0.88, -3.79)  -0.48
N (0.55, 2.15, -2.90)  -0.01
C (0.69, 3.44, -3.26)  0.01
Ti (-0.27, 0.09, -1.00)  1.32
H (1.06, 3.71, -4.23)  0.15
C (0.25, 4.24, -2.20)  0.02
H (0.20, 5.31, -2.18)  0.12
C (-0.16, 3.36, -1.20)  -0.05
H (0.99, 1.20, -4.90)  0.14
C (-2.16, -2.23, 0.15)  0.00
H (-2.49, -2.36, 1.19)  0.06
H (-1.29, -2.88, -0.04)  0.05
H (-2.98, -2.50, -0.54)  0.04
N (-0.82, 0.26, -3.80)  0.00
N (1.57, -0.16, -3.17)  0.00
N (-1.40, -0.22, -2.63)  -0.09
N (1.33, -0.69, -1.90)  -0.07
C (-1.68, 0.15, -4.81)  0.01
C (2.56, -0.84, -3.75)  0.02
H (-1.39, 0.48, -5.79)  0.15
H (2.85, -0.62, -4.77)  0.15
C (-2.87, -0.42, -4.33)  0.02
C (3.02, -1.82, -2.86)  0.03
C (-2.66, -0.64, -2.96)  -0.04
C (2.25, -1.69, -1.70)  -0.02
H (-3.75, -0.66, -4.89)  0.12
H (3.80, -2.54, -3.04)  0.12
H (-3.30, -1.04, -2.19)  0.11
H (2.27, -2.23, -0.77)  0.11
H (-1.88, -1.15, 0.00)  -0.02
C (-2.02, 2.06, 1.67)  -0.04
C (-0.55, 2.26, 2.05)  -0.39
C (-0.40, 3.56, 2.83)  -0.06
C (-0.01, 1.05, 2.78)  -0.10
C (0.30, 1.10, 4.14)  0.00
C (0.78, -0.02, 4.79)  -0.02
C (0.95, -1.22, 4.11)  0.00
C (0.65, -1.32, 2.75)  -0.10
C (0.91, -2.64, 1.99)  -0.39
C (2.38, -3.04, 2.06)  -0.06
C (0.04, -3.75, 2.58)  -0.05
C (0.13, -0.18, 2.10)  -0.21
O (-0.18, -0.21, 0.79)  -0.23
H (-2.64, 2.07, 2.58)  0.11
H (-2.17, 1.10, 1.16)  0.06
H (-2.35, 2.87, 1.01)  0.08
H (0.02, 2.38, 1.11)  0.09
H (-1.06, 3.57, 3.71)  0.10
H (0.64, 3.71, 3.16)  0.10
H (-0.67, 4.42, 2.19)  0.09
H (0.17, 2.04, 4.68)  0.12
H (1.06, 0.04, 5.84)  0.12
H (1.34, -2.11, 4.61)  0.13
H (0.64, -2.47, 0.94)  0.09
H (2.69, -3.16, 3.11)  0.09
H (2.53, -4.00, 1.55)  0.09
H (3.03, -2.30, 1.59)  0.08
H (-1.02, -3.50, 2.52)  0.07
H (0.21, -4.70, 2.07)  0.10
H (0.30, -3.88, 3.64)  0.09

## Properties
* maximum force: 3.8 eV Å⁻¹
* total charge: +2
* orbital gap (spin up / spin down): 5.650 / 5.232 eV

***

4.
Here is 3 unconnected molecules or ions with the total composition C22H31F7N3O4 from the Open Molecules 2025 dataset. Energies are from ωB97M-V with the def2-TZVPD basis set.

Last column: Löwdin charge in e.
Cartesian coordinates (Å):
F (-3.42, 4.73, 3.74)  -0.07
C (-2.59, 4.63, 2.60)  -0.18
C (-3.42, 4.34, 1.28)  -0.14
C (-4.22, 2.97, 1.53)  -0.08
C (-3.96, 1.90, 0.40)  -0.15
N (-3.93, 2.27, -0.93)  0.11
C (-3.71, 1.12, -1.75)  0.03
C (-3.59, 0.03, -0.77)  0.03
N (-3.73, 0.54, 0.54)  0.00
C (-3.69, -0.12, 1.87)  -0.11
C (-2.81, -1.43, 1.91)  -0.16
C (-1.25, -1.18, 1.95)  -0.17
C (-0.77, -0.26, 3.18)  -0.13
N (0.71, -0.26, 3.12)  -0.17
C (1.61, -0.76, 4.08)  -0.09
C (2.98, -0.58, 3.56)  -0.09
C (2.93, 0.06, 2.19)  -0.04
C (1.47, 0.22, 2.02)  -0.12
H (-1.82, 3.80, 2.77)  0.12
H (-2.01, 5.58, 2.47)  0.13
H (-4.21, 5.14, 1.16)  0.13
H (-2.76, 4.29, 0.37)  0.12
H (-4.00, 2.58, 2.56)  0.11
H (-5.33, 3.18, 1.50)  0.14
H (-4.04, 3.22, -1.30)  0.17
H (-3.65, 1.06, -2.87)  0.13
H (-3.40, -1.04, -1.03)  0.11
H (-3.29, 0.64, 2.61)  0.11
H (-4.73, -0.40, 2.21)  0.15
H (-3.08, -2.00, 2.86)  0.13
H (-3.04, -2.12, 1.05)  0.11
H (-0.74, -2.18, 2.15)  0.13
H (-0.81, -0.81, 0.98)  0.10
H (-1.20, 0.78, 3.14)  0.11
H (-1.05, -0.80, 4.13)  0.14
H (1.34, -1.22, 5.07)  0.11
H (3.94, -0.87, 4.06)  0.09
H (3.76, 0.32, 1.48)  0.08
H (0.94, 0.66, 1.14)  0.11
C (-2.02, -2.30, -7.02)  -0.06
C (-3.49, -2.10, -6.73)  -0.19
O (-3.88, -2.81, -5.54)  0.04
C (-3.64, -2.20, -4.38)  -0.38
O (-3.14, -1.11, -4.27)  0.14
C (-4.15, -3.05, -3.22)  -0.51
F (-3.82, -4.34, -3.35)  0.18
F (-5.48, -3.00, -3.10)  0.17
F (-3.64, -2.64, -2.03)  0.11
H (-1.78, -3.36, -7.08)  0.09
H (-1.74, -1.82, -7.96)  0.09
H (-1.40, -1.88, -6.23)  0.08
H (-4.09, -2.51, -7.55)  0.13
H (-3.75, -1.04, -6.65)  0.13
C (10.02, -0.97, 1.60)  -0.06
C (8.82, -1.57, 0.90)  -0.20
O (7.74, -0.62, 0.82)  0.02
C (7.80, 0.25, -0.20)  -0.38
O (8.68, 0.28, -1.02)  0.18
C (6.58, 1.17, -0.18)  -0.51
F (6.28, 1.61, 1.05)  0.15
F (5.47, 0.54, -0.64)  0.14
F (6.74, 2.26, -0.95)  0.17
H (9.73, -0.58, 2.58)  0.08
H (10.80, -1.71, 1.73)  0.08
H (10.42, -0.13, 1.03)  0.08
H (8.44, -2.42, 1.47)  0.13
H (9.08, -1.95, -0.10)  0.13

## Properties
* maximum force: 5.5 eV Å⁻¹
* total charge: +1
* orbital gap: 7.232 eV